[1]
The following is a quantum chemistry calculation of an isolated molecule of C30H35N3O7, from the Open Molecules 2025 dataset.

Structure (XYZ):
```
75
Properties=species:S:1:pos:R:3
C 0.08599 -1.28340 -6.52733
O 1.21230 -1.22979 -5.68035
C 1.16581 -0.55348 -4.49665
C 2.41348 -0.27453 -3.94573
C 2.54745 0.37199 -2.73390
C 1.41741 0.77524 -2.03853
C 1.55948 1.42099 -0.69072
C 0.63388 2.63608 -0.44875
O -0.41048 2.83376 -1.03185
N 1.12244 3.44245 0.51212
C 0.34813 4.53132 1.05852
C -0.70210 4.05027 2.08343
C -0.06776 3.29539 3.27310
C -0.53307 4.08601 4.50013
C -0.86580 5.44831 3.89220
O -1.40278 5.15894 2.61968
N 1.29595 0.45969 0.40433
C 1.96562 0.61703 1.55809
O 2.78251 1.51648 1.72241
C 1.70910 -0.34710 2.71226
N 1.19901 -1.64960 2.39580
C -0.03118 -2.04849 2.80657
O -0.75558 -1.36168 3.50306
C -0.41923 -3.38040 2.32939
C -1.59186 -4.06686 2.51148
C -1.45364 -5.27736 1.80070
C -0.21245 -5.24127 1.23979
O 0.42179 -4.10390 1.55109
C 0.18599 -0.41123 0.22235
C 0.32190 -1.53966 -0.57755
C -0.77744 -2.34279 -0.83820
C -0.65146 -3.51405 -1.76270
C -1.99885 -2.01552 -0.26124
C -2.14317 -0.90181 0.55311
C -3.44437 -0.57575 1.21318
C -1.04109 -0.08448 0.77284
C 0.16664 0.51145 -2.58246
C 0.01611 -0.15323 -3.79098
O -1.21582 -0.46596 -4.30878
C -2.36319 -0.01943 -3.62485
H -0.70107 -1.92064 -6.11911
H 0.45238 -1.71025 -7.46116
H -0.32090 -0.28800 -6.71783
H 3.28090 -0.59126 -4.50289
H 3.53224 0.56197 -2.33384
H 2.59641 1.74881 -0.55475
H 1.93219 3.12226 1.03332
H -0.17867 5.02693 0.23960
H 1.02864 5.24126 1.53176
H -1.43831 3.43831 1.55036
H -0.39866 2.25925 3.31484
H 1.01968 3.30495 3.19585
H 0.22657 4.14991 5.27537
H -1.43401 3.64013 4.92109
H -1.61945 6.00749 4.44719
H 0.04090 6.06456 3.79945
H 0.96912 0.11817 3.37549
H 2.65382 -0.42061 3.26322
H 1.74256 -2.26054 1.80747
H -2.43232 -3.73197 3.08232
H -2.17413 -6.06480 1.71890
H 0.31427 -5.94374 0.62401
H 1.28347 -1.78059 -1.00553
H -1.40090 -4.27073 -1.54204
H 0.33831 -3.95887 -1.69330
H -0.79370 -3.18108 -2.79141
H -2.85586 -2.64700 -0.45044
H -4.23528 -1.24176 0.87839
H -3.32839 -0.67873 2.29175
H -3.73355 0.45262 1.00423
H -1.13874 0.80082 1.38218
H -0.70358 0.84247 -2.04550
H -2.37383 1.06917 -3.52230
H -2.44430 -0.47895 -2.63414
H -3.20466 -0.33426 -4.24103
```

Its spin multiplicity is 1. Its HOMO energy is -0.29736 Ha. For the orbital gap, the calculation gives 8.7 eV. The SMILES is COc1ccc([C@@H](C(=O)NC[C@H]2CCCO2)N(C(=O)CNC(=O)c2ccco2)c2cc(C)cc(C)c2)cc1OC.


[2]
The following is a quantum chemistry calculation of a structure of composition C30H35N4NdO4S2Si, from the Open Molecules 2025 dataset.

Structure (XYZ):
```
77
Properties=species:S:1:pos:R:3
Nd 0.34674 -0.42172 -0.82702
C 3.88807 -1.06154 0.55209
O 2.55823 -1.57480 0.35912
C 2.15144 -2.42097 1.45313
C 1.12116 -3.37369 0.93804
O 0.09246 -2.57860 0.34226
C -1.07278 -3.28651 -0.12711
C -0.93521 -3.57064 -1.59372
O -0.65288 -2.32856 -2.25282
C -0.86879 -2.38940 -3.66936
H 3.95669 -0.54581 1.51215
H 4.60703 -1.88162 0.52958
H 4.09769 -0.37009 -0.25779
H 3.01065 -2.97384 1.83609
H 1.73790 -1.80037 2.25294
H 1.54185 -4.05695 0.19702
H 0.70344 -3.94946 1.76486
H -1.21653 -4.20506 0.44156
H -1.91072 -2.61820 0.04862
H -0.13270 -4.27984 -1.81062
H -1.87389 -3.98494 -1.96688
H -1.89970 -2.67601 -3.87240
H -0.67917 -1.39981 -4.07072
H -0.18721 -3.11059 -4.12149
N 3.44598 -2.01427 -2.57183
C 2.85116 -1.03806 -3.28573
N 1.79656 -0.35574 -2.87764
C 1.38982 0.54408 -3.87303
C 2.14819 0.54688 -4.98039
S 3.43754 -0.58472 -4.83473
C 0.13360 1.28098 -3.68196
C -0.39559 2.19428 -4.50763
S -1.97970 2.63663 -3.98472
C -1.85519 1.53153 -2.66902
N -0.68038 0.90983 -2.60509
N -2.85754 1.33918 -1.80973
H 3.06878 -2.28948 -1.67938
H 4.19312 -2.55704 -2.96719
H 2.01560 1.11854 -5.88605
H 0.02766 2.62277 -5.40345
H -3.71710 1.85241 -1.89639
H -2.71135 0.72877 -1.01127
O -1.58054 -0.24695 0.21074
Si -1.24934 0.79245 1.43373
C 0.21601 1.79132 0.66077
C -0.03582 2.87850 -0.18448
C 0.99390 3.55797 -0.82651
C 2.30781 3.14356 -0.66226
C 2.59261 2.07475 0.18235
C 1.55940 1.41000 0.83251
C -2.59076 1.97440 1.85914
C -2.28894 3.22620 2.40874
C -3.30411 4.08789 2.80312
C -4.63299 3.71001 2.65111
C -4.95009 2.47186 2.10778
C -3.93466 1.60933 1.71445
C -0.55700 -0.10032 2.90268
C -0.94003 -1.41892 3.17665
C -0.47319 -2.08205 4.30499
C 0.39042 -1.43380 5.17826
C 0.77471 -0.12057 4.93124
C 0.30019 0.54174 3.80531
H -1.05872 3.21890 -0.31634
H 0.77099 4.41665 -1.44790
H 3.11205 3.67160 -1.15876
H 3.62290 1.79352 0.35818
H 1.80259 0.65498 1.57270
H -1.25508 3.53623 2.53627
H -3.06070 5.05235 3.23165
H -5.42395 4.38120 2.96292
H -5.98639 2.17657 2.00035
H -4.19435 0.63624 1.30433
H -1.61974 -1.93311 2.50236
H -0.79283 -3.09606 4.51302
H 0.75112 -1.94495 6.06235
H 1.43489 0.38963 5.62220
H 0.60472 1.57128 3.63403
```

Its spin multiplicity is 4. Its HOMO energy (alpha / beta) is -0.48698 / -0.48700 Ha. For the orbital gap (alpha / beta), the calculation gives 8.1 / 8.3 eV. As for the charge: +2.


[3]
The following is a quantum chemistry calculation of a structure of composition C30H36MnN7O9, from the Open Molecules 2025 dataset.

Structure (XYZ):
```
83
Properties=species:S:1:pos:R:3
Mn -0.85631 -0.87521 0.47576
N -1.86651 1.04646 1.73819
C -3.07018 0.47948 2.31919
C -3.52522 1.13523 3.61967
C -3.92609 2.60478 3.48484
C -5.33132 2.84474 2.96676
N -5.58761 2.22828 1.67777
C -4.88841 2.53612 0.53979
N -3.98201 3.56719 0.69107
N -4.96810 1.95385 -0.60573
C -2.91664 -1.03962 2.51497
O -3.62064 -1.62861 3.30791
O -2.02478 -1.60839 1.75666
H -1.21947 1.37330 2.44696
H -2.09646 1.80450 1.10859
H -3.84446 0.57806 1.55503
H -2.69878 1.08093 4.33701
H -4.33244 0.52954 4.03522
H -3.20889 3.13337 2.85130
H -3.87236 3.07415 4.47067
H -5.54140 3.91849 2.92278
H -6.05402 2.43267 3.67163
H -6.11700 1.37411 1.65674
H -4.19992 4.27227 1.37576
H -3.65703 3.92944 -0.19111
H -5.63795 1.19339 -0.59647
H -4.79565 0.56587 -1.62055
O -4.36596 -0.22856 -2.02077
C -3.21307 -0.46140 -1.44365
O -2.61345 0.32080 -0.71020
C -2.60939 -1.85558 -1.71052
O -3.02377 -2.53632 -2.62387
O -1.69047 -2.12276 -0.86498
C 3.66821 -2.92407 -1.07971
O 4.44012 -1.85236 -0.52225
C 4.88171 -0.93154 -1.43426
C 6.24863 -0.85514 -1.67094
C 6.76648 0.04105 -2.58889
C 5.90004 0.87251 -3.28972
C 4.54308 0.81925 -3.03505
C 4.01224 -0.06256 -2.09243
N 2.61082 -0.06008 -1.92960
C 1.84240 -0.21131 -0.81219
N 2.48381 -0.21247 0.35200
C 1.93653 -0.34849 1.64195
C 0.60960 -0.62432 1.90868
C 0.26202 -0.74421 3.26540
C 1.18221 -0.58276 4.27950
C 2.51493 -0.29280 3.98942
C 2.88592 -0.17895 2.66905
O 4.15469 0.10544 2.24127
C 5.19447 0.04610 3.20223
N 0.53031 -0.28086 -0.90904
C 0.01388 -0.21255 -2.24735
C -0.50017 0.97860 -2.73287
C -1.03586 1.05321 -4.01328
C -1.05746 -0.08375 -4.80396
C -0.53175 -1.28246 -4.33828
C 0.02854 -1.34871 -3.06746
O 0.59099 -2.45876 -2.53875
C 0.20977 -3.70943 -3.11060
H 3.27917 -3.49204 -0.23922
H 4.30917 -3.56212 -1.69172
H 2.83640 -2.55855 -1.68440
H 6.88780 -1.53754 -1.12540
H 7.83269 0.08066 -2.76804
H 6.27951 1.57075 -4.02381
H 3.86433 1.48151 -3.56116
H 2.08468 0.21211 -2.74682
H 3.49198 -0.21249 0.32923
H -0.74656 -1.00547 3.54101
H 0.87296 -0.69629 5.31103
H 3.23292 -0.16551 4.78622
H 6.12591 0.14515 2.65260
H 5.18373 -0.90801 3.73262
H 5.11169 0.86245 3.92250
H -0.50752 1.83823 -2.07352
H -1.44675 1.98554 -4.37776
H -1.50605 -0.05115 -5.78864
H -0.58721 -2.16695 -4.95461
H 0.64480 -4.47428 -2.47399
H 0.60319 -3.82003 -4.12360
H -0.87724 -3.80513 -3.11178
```

Its spin multiplicity is 5. Its HOMO energy (alpha / beta) is -0.29741 / -0.29810 Ha. For the orbital gap (alpha / beta), the calculation gives 8.2 / 8.6 eV.


[4]
The following is a quantum chemistry calculation of the ion C30H36N3 with charge +1, from the Open Molecules 2025 dataset.

Structure (XYZ):
```
69
Properties=species:S:1:pos:R:3
C -2.41910 0.30672 2.03010
C -3.36823 0.70294 1.04289
C -4.74219 0.36406 1.02345
C -5.55989 0.70761 -0.03432
C -7.00001 0.29464 -0.07622
C -5.02290 1.50149 -1.06697
C -3.65010 1.73593 -1.19282
C -3.06556 2.58253 -2.28368
C -2.80556 1.21606 -0.18773
N -1.37176 1.35779 -0.24263
C -0.83210 2.62124 -0.19753
C 0.51484 2.51786 -0.19697
N 0.86253 1.19816 -0.13198
C 2.20937 0.76505 -0.21960
C 2.65743 -0.05487 -1.28692
C 1.86638 -0.48247 -2.47719
C 3.98810 -0.45324 -1.24823
C 4.92443 0.16965 -0.41196
C 6.40745 -0.05603 -0.65267
C 4.45658 1.09608 0.52931
C 3.11777 1.41439 0.64104
C 2.77876 2.48449 1.62274
C -0.30362 0.36385 -0.24077
C -0.32813 -0.77766 0.65915
C 1.09569 -1.44043 0.88464
C 1.59061 -2.31466 -0.06895
C 2.79356 -2.96299 0.12740
C 3.52995 -2.60425 1.27123
C 3.06920 -1.71988 2.24342
C 1.81470 -1.12292 2.04749
N -1.19439 -1.82670 0.18754
C -2.57720 -1.59298 -0.20086
C -1.02726 -3.28148 0.38389
H -2.58582 -0.62556 2.60346
H -1.75407 1.10536 2.45275
H -5.09945 -0.24427 1.85213
H -7.53577 0.84031 -0.84831
H -7.14048 -0.76815 -0.28773
H -7.48100 0.49535 0.87929
H -5.68900 1.95701 -1.79822
H -3.81575 2.74770 -3.05999
H -2.78004 3.57182 -1.89292
H -2.17408 2.12785 -2.73899
H -1.43800 3.50730 -0.18046
H 1.20442 3.31041 -0.13691
H 0.79327 -0.34394 -2.41970
H 2.21034 0.09770 -3.35261
H 2.05379 -1.53484 -2.73290
H 4.34694 -1.21931 -1.95744
H 7.00596 0.46342 0.10857
H 6.66119 -1.12940 -0.65603
H 6.67146 0.36016 -1.64025
H 5.18520 1.63480 1.14779
H 3.63062 2.61508 2.31418
H 2.65514 3.45978 1.12537
H 1.89760 2.29895 2.24143
H -0.36501 -0.36639 -1.09224
H -0.82383 -0.36755 1.58046
H 1.03117 -2.47997 -0.97395
H 3.13967 -3.70832 -0.59720
H 4.52696 -3.02159 1.40655
H 3.63855 -1.48618 3.18169
H 1.37407 -0.44439 2.80631
H -3.00055 -2.36539 -0.86232
H -3.17150 -1.56335 0.70887
H -2.57989 -0.64067 -0.73451
H -2.01641 -3.68928 0.69345
H -0.72909 -3.77968 -0.56246
H -0.25602 -3.52476 1.14658
```

Its spin multiplicity is 1. Its HOMO energy is -0.36006 Ha. For the orbital gap, the calculation gives 4.8 eV. As for the charge: +1. The SMILES is C=C1C=C(C)C=C(C)/C1=[N+]1\C=CN(c2c(C)cc(C)cc2C)[C@H]1[C@H](c1ccccc1)N(C)C.


[5]
The following is a quantum chemistry calculation of a structure of composition C30H37F3NO9SbTi, from the Open Molecules 2025 dataset.

Structure (XYZ):
```
82
Properties=species:S:1:pos:R:3
Ti -0.81152 0.10051 -0.62942
O -3.96457 -2.27566 -0.09512
C -3.06714 -1.80756 -0.78358
O -2.71955 -0.56798 -0.83617
C -2.33408 -2.72828 -1.77364
C -1.97877 -1.93398 -3.03918
C -1.60796 -2.87199 -4.19133
C -0.19590 -3.34179 -3.76331
C -0.03115 -2.61339 -2.42790
O -0.70604 -1.36657 -2.67608
C -0.92761 -3.25150 -1.34330
C -0.35649 -2.82508 0.02072
O 0.44649 -3.59588 0.54761
O -0.72975 -1.67788 0.44175
H -3.00281 -3.56426 -1.98161
H -2.66861 -1.12995 -3.27730
H -2.32304 -3.69074 -4.28565
H -1.57764 -2.33102 -5.13755
H -0.11208 -4.42287 -3.64802
H 0.56277 -3.00887 -4.47260
H 0.98939 -2.41578 -2.11363
H -0.87174 -4.33853 -1.38731
O 0.92835 -0.14373 -1.12024
O 0.79258 0.73515 -0.02095
O -0.04138 1.22323 2.58104
C -1.11702 1.58544 2.14705
C -2.11223 2.34218 3.02968
C -3.27807 2.62440 2.10936
C -2.83062 2.05653 0.76114
O -3.48955 2.22011 -0.24435
N -1.62129 1.39772 0.87824
H -1.61766 3.23611 3.41144
H -2.35388 1.70728 3.88248
H -3.51228 3.68175 1.98303
H -4.19798 2.11077 2.39126
F -4.94264 6.92675 -5.75508
C -3.67074 7.15473 -5.34567
F -2.99958 7.59694 -6.43120
F -3.75111 8.20951 -4.49771
C -3.04537 5.95444 -4.71686
C -1.86502 5.41609 -5.20810
C -1.30956 4.30124 -4.60163
C -1.92013 3.70365 -3.49284
C -3.11586 4.26407 -3.00494
C -3.66686 5.37355 -3.61131
C -1.39311 2.55498 -2.83906
C -1.12525 1.61109 -2.11583
H -1.38046 5.86739 -6.06385
H -0.38861 3.87680 -4.97895
H -3.57957 3.79334 -2.14607
H -4.58836 5.79685 -3.22887
C 3.38624 1.25084 2.26810
C 3.11495 0.27167 3.40772
C 4.40041 -0.05188 4.15971
Sb 1.99628 -1.43755 2.59788
C 3.69865 -2.20083 1.44504
C 3.84978 -3.71376 1.55680
C 3.50282 -1.79947 -0.01367
C 2.28839 -2.66243 4.40461
C 1.70515 -1.89873 5.59495
C 1.55361 -3.99617 4.26266
H 3.84336 2.17447 2.64942
H 2.46775 1.50483 1.73777
H 4.08509 0.82391 1.54097
H 2.39410 0.73482 4.08900
H 5.12364 -0.54805 3.50586
H 4.23825 -0.70518 5.01910
H 4.88320 0.86426 4.52851
H 4.60156 -1.72196 1.83629
H 2.92844 -4.21052 1.24005
H 4.08059 -4.03239 2.57606
H 4.65891 -4.07221 0.90503
H 2.59619 -2.25675 -0.41252
H 4.35373 -2.13440 -0.62414
H 3.38391 -0.72369 -0.14622
H 3.35513 -2.84275 4.57184
H 0.64978 -1.66262 5.42642
H 2.22055 -0.95401 5.77589
H 1.75953 -2.49604 6.51534
H 0.49623 -3.83550 4.03620
H 1.61004 -4.58012 5.19229
H 1.95481 -4.60710 3.45446
```

Its spin multiplicity is 1. Its HOMO energy is -0.09059 Ha. For the orbital gap, the calculation gives 6.7 eV. As for the charge: -2.


[6]
The following is a quantum chemistry calculation of a structure of composition C30H37FIrNO4SSbSe2Si2, from the Open Molecules 2025 dataset.

Structure (XYZ):
```
80
Properties=species:S:1:pos:R:3
Ir 0.17096 -0.38394 0.31283
C 0.07972 3.19998 -1.17947
Si -1.11849 2.79053 0.19786
C -2.86991 2.81211 -0.49365
C -0.96526 4.20100 1.44918
N -0.64927 1.27455 1.03873
C -0.84112 1.14225 2.41461
C -1.81687 1.84055 3.14033
C -1.94065 1.69960 4.51194
C -1.11647 0.83407 5.21747
C -0.15436 0.10371 4.53308
C -0.04703 0.27806 3.17538
F 0.91640 -0.46044 2.50359
H -0.18704 4.18917 -1.56403
H 0.05052 2.49862 -2.01161
H 1.11003 3.24714 -0.82057
H -3.29508 3.81156 -0.36968
H -3.55379 2.10891 -0.01218
H -2.86594 2.56990 -1.55916
H -0.65049 5.09707 0.90709
H -0.22537 4.00578 2.22577
H -1.90652 4.43922 1.94547
H -2.49528 2.49889 2.61173
H -2.70355 2.26468 5.03229
H -1.22678 0.71416 6.28607
H 0.50293 -0.59832 5.02805
S -0.99529 -0.03391 -1.59124
Sb -2.92845 -1.36184 -1.25328
C -4.10027 -1.26820 0.49781
C -5.12292 -2.19481 0.66320
C -5.94834 -2.11866 1.77746
C -5.75239 -1.12292 2.72203
C -4.72605 -0.20252 2.55647
C -3.90063 -0.27559 1.44548
C -3.38484 -3.27384 -2.02757
C -3.84658 -3.36679 -3.33221
C -4.20630 -4.60700 -3.84726
C -4.11829 -5.73888 -3.05475
C -3.66867 -5.63828 -1.74327
C -3.29272 -4.40935 -1.22966
C -4.13082 -0.14373 -2.52228
C -5.38021 0.30272 -2.11084
C -6.13376 1.12933 -2.93430
C -5.64229 1.51692 -4.17165
C -4.39207 1.07836 -4.58796
C -3.63943 0.25354 -3.76489
H -5.28937 -2.97459 -0.07002
H -6.74134 -2.84402 1.90622
H -6.39368 -1.06865 3.59231
H -4.55858 0.56477 3.30111
H -3.08117 0.41989 1.33214
H -3.93983 -2.48585 -3.95501
H -4.55661 -4.68053 -4.86859
H -4.39874 -6.70369 -3.45731
H -3.59291 -6.52045 -1.12143
H -2.92344 -4.35539 -0.21291
H -5.77687 0.01484 -1.14386
H -7.10547 1.47323 -2.60335
H -6.23005 2.16329 -4.81060
H -4.00079 1.38063 -5.55084
H -2.65803 -0.06941 -4.09717
O -0.41839 -4.49715 1.10414
Se -0.25695 -3.19180 0.21209
O -1.27955 -1.88845 0.78436
O -0.62332 -3.32265 -1.34675
O 1.15259 -2.31778 0.37173
C 2.54183 2.54024 2.17381
Si 3.50627 1.50388 0.95204
C 4.56136 2.61059 -0.13393
C 4.54675 0.20820 1.81123
Se 2.18233 0.42189 -0.62054
H 3.25314 3.10413 2.78443
H 1.93691 1.93151 2.84587
H 1.89222 3.25479 1.67037
H 5.36803 3.05200 0.45754
H 3.97625 3.42433 -0.56807
H 5.01555 2.04758 -0.95096
H 5.32255 0.67520 2.42419
H 5.03115 -0.44485 1.08474
H 3.92779 -0.41488 2.45956
```

Its spin multiplicity is 2. Its HOMO energy (alpha / beta) is -0.29675 / -0.28213 Ha. For the orbital gap (alpha / beta), the calculation gives 7.7 / 5.6 eV.


The records above yield largest force on an atom values of 1.33; 1.01; 1.43; 4.85; 0.63; 1.05 eV/A, respectively.
The records above yield energy above the lowest of the compared OMol25 structures with the same formula, charge and spin values of 0.213; 0.000; 1.227; 4.982; 0.424; 1.148 eV, respectively.